Entry 1:
Molecular formula: C4H6O2
Method: DFT, wB97M-V/def2-TZVPD

## Properties
Net charge = 0
LUMO level = 0.0190 Ha
SMILES string = CC(=O)CC=O
E_tot = -8339.690 eV
Energy relative to the best compared isomer or geometry (same formula, charge and spin) = 74.44 kJ/mol

Geometry (Å):
H1 0.03308 1.66672 -0.60581
H2 -0.02157 1.89479 1.14146
O1 -1.78913 -0.58460 0.51377
H3 0.47843 -1.69108 1.06393
O2 1.36263 -0.52650 -1.81725
H4 0.05360 -2.00093 -1.36934
C1 -0.72434 -0.01134 0.46469
H5 -1.54810 1.94920 0.19991
H6 1.44283 -0.19995 0.72321
C2 0.58101 -0.80553 0.43087
C3 -0.57011 1.47550 0.29077
C4 0.70168 -1.16626 -1.03621

***

Entry 2:
Molecular formula: C30H88O14
Method: DFT, wB97M-V/def2-TZVPD

## Properties
Net charge = 0
LUMO level = 0.0056 Ha
E_tot = -61199.225 eV
Energy relative to the best compared isomer or geometry (same formula, charge and spin) = 216.02 kJ/mol

Geometry (Å):
O1 2.74276 1.11584 -27.92463
H1 -1.02285 0.04768 -24.07507
C1 8.95985 2.47221 -27.13349
H2 9.48615 -2.48073 -18.59523
H3 3.05000 -0.41397 -18.49372
H4 5.45905 -5.60935 -22.17502
H5 3.88359 -1.42071 -26.77325
H6 9.63898 2.57323 -27.98291
H7 7.13447 1.25255 -25.63307
H8 4.71892 -6.37752 -18.53981
H9 6.91687 -4.56726 -21.93385
H10 4.62405 -7.13233 -20.11362
H11 6.22663 1.09984 -30.32603
H12 -2.22734 0.14547 -25.25688
H13 5.34633 -5.92705 -27.89669
H14 5.24150 0.63898 -28.04427
C2 -0.49041 -4.54177 -23.81313
H15 1.07020 -2.30385 -19.69021
H16 10.14411 0.90507 -26.30112
H17 4.40035 -4.09426 -27.26850
H18 -1.04301 -0.84235 -27.49689
H19 10.65619 -4.60427 -20.99627
H20 7.46050 -1.85347 -21.62747
H21 6.63855 -4.92669 -19.42868
H22 5.31353 -1.38160 -22.73987
H23 6.65830 -7.44960 -20.73537
H24 9.32149 -5.79809 -25.03558
H25 2.25043 2.86973 -26.87730
H26 6.63282 -1.57018 -28.01676
C3 8.04677 -0.96070 -21.38407
H27 -1.12542 -2.40763 -23.84101
H28 10.86649 -6.26032 -21.57233
H29 -0.04910 -1.55694 -26.19567
C4 4.86170 -6.19466 -19.60813
H30 2.09783 -2.38807 -21.19018
H31 -0.30270 -2.86328 -22.43172
H32 1.59880 -3.96857 -23.93019
H33 7.93933 2.62907 -27.48708
H34 4.87449 -0.38685 -20.86890
H35 7.31777 -0.25844 -20.97187
H36 7.96414 -0.20338 -25.17100
H37 4.47869 -1.72453 -19.80044
H38 1.16200 -5.25774 -25.02892
H39 7.95593 -1.63610 -18.76867
H40 0.75356 -3.62048 -25.41445
H41 -1.92600 -3.41999 -22.58047
H42 0.75787 -0.69526 -27.36339
H43 4.57221 1.26384 -17.95396
H44 3.86030 3.99487 -28.33065
C5 6.18086 -5.59987 -20.15189
C6 3.92443 -4.64494 -28.09282
C7 4.86611 -1.54591 -24.85177
H45 2.81753 1.43198 -20.84449
O2 6.67441 -2.53301 -27.94213
O3 4.39648 -5.96692 -28.02002
H46 4.15864 -2.71196 -23.04355
H47 6.42393 -2.70056 -24.47812
C8 1.75502 -2.90169 -20.29116
H48 9.61510 -0.41299 -19.91960
C9 4.75973 -0.66614 -19.82054
C10 5.90162 0.18870 -29.80987
O4 -0.72956 1.60136 -26.97228
C11 9.23771 -1.27700 -20.47115
H49 4.68158 1.06801 -26.27615
H50 6.47937 -0.62318 -30.24646
C12 4.17388 2.98818 -28.05094
O5 -0.35276 -5.61402 -22.90485
C13 10.21282 -5.38753 -21.60962
H51 10.00128 -6.92449 -24.04580
O6 7.06939 -6.69365 -20.31130
H52 0.66423 0.89071 -25.54310
H53 6.36551 -2.71685 -27.04356
C14 3.57242 0.16308 -19.26412
C15 -0.28578 0.63021 -26.02408
O7 6.05870 0.28145 -28.40527
H54 5.70071 -0.60225 -19.28008
H55 1.97476 1.42288 -28.41585
O8 5.86906 -2.46255 -25.22806
H56 4.60899 2.50112 -25.45974
H57 0.48675 -4.39930 -20.06467
H58 3.98348 -5.54986 -19.74413
H59 7.84730 0.44761 -27.93980
H60 2.66475 -3.10571 -19.71629
C16 0.79832 -4.32966 -24.58474
C17 3.11361 2.25975 -27.13683
H61 2.36320 -0.32424 -20.95923
H62 2.79720 -1.17761 -25.48749
H63 11.05139 -4.79442 -23.49172
C18 9.10964 1.04292 -26.61425
C19 3.93267 1.78809 -25.93831
C20 9.34495 -6.04098 -23.97398
O9 1.16450 -4.12545 -20.68650
H64 -1.25846 -4.82027 -24.53879
H65 3.31534 -2.80465 -25.73134
O10 8.87007 -3.05984 -25.80383
H66 8.54264 1.31312 -24.56816
H67 -1.58571 1.62425 -24.54097
H68 8.34751 -3.06379 -19.76845
O11 8.74688 0.18234 -27.67893
H69 -0.14157 1.63611 -27.73034
O12 9.22570 -3.84672 -23.16237
H70 3.39728 1.37012 -25.08301
C21 5.97134 -4.91014 -21.51162
H71 5.10436 3.16049 -27.50227
H72 3.62921 -1.07159 -23.16858
C22 2.53282 0.53013 -20.30324
H73 8.21725 -3.41847 -26.41552
C23 4.48555 -1.72287 -23.36547
H74 1.61301 0.79069 -19.77771
H75 9.23269 3.25357 -26.42194
H76 4.39009 -4.07061 -28.90279
H77 2.86005 -4.44701 -28.00419
H78 4.53091 2.40411 -28.89558
H79 9.42417 -2.48960 -26.34847
O13 10.21070 -1.94933 -21.26175
C24 10.05849 -5.03088 -23.10173
H80 5.33998 -0.57813 -25.04513
H81 8.41533 -6.43282 -23.56689
H82 0.37933 -5.38708 -22.31503
H83 9.09710 -3.49158 -24.05468
C25 8.74708 -2.14529 -19.32316
H84 9.24727 -5.61836 -21.15770
H85 4.84405 0.11826 -30.07283
O14 4.09627 1.39043 -18.77894
C26 3.67084 -1.77612 -25.76283
H86 9.68757 -2.55352 -21.81205
C27 -1.30853 0.65082 -24.94261
H87 8.24818 -0.53236 -22.36912
C28 8.12968 0.83678 -25.46393
H88 5.33707 -4.02166 -21.44492
C29 -0.19902 -0.67858 -26.83313
C30 -1.01947 -3.25599 -23.16248

***

Entry 3:
Molecular formula: C4H9NO
Method: DFT, wB97M-V/def2-TZVPD

## Properties
Net charge = 0
LUMO level = 0.0393 Ha
SMILES string = CC/N=C/OC
E_tot = -7830.812 eV
Energy relative to the best compared isomer or geometry (same formula, charge and spin) = 145.50 kJ/mol

Geometry (Å):
O1 -1.93274 -0.46280 0.75262
C1 -2.67615 -0.31211 -0.45333
H1 -2.56711 0.70049 -0.85211
H2 1.60375 -0.47251 -1.34230
H3 -3.71542 -0.51955 -0.19747
H4 -0.09811 -0.40936 1.56632
C2 1.32060 0.30839 -0.62772
H5 2.23750 -0.73540 1.08064
H6 1.91760 0.98823 1.36442
H7 1.48091 1.25802 -1.15290
C3 2.22277 0.25401 0.60855
C4 -0.61587 -0.22537 0.62012
N1 -0.10999 0.15041 -0.46919
H8 -2.31946 -1.01393 -1.21492
H9 3.25171 0.49148 0.31726